(1)
Density functional theory data (ωB97M-V/def2-TZVPD) for a 2-piece molecular cluster, CH6N overall.

Structure (XYZ):
```
8
Properties=species:S:1:pos:R:3:forces:R:3:lowdin_charge:R:1
C -1.0207 0.4728 -0.0401 2.778 -1.061 -0.536 0.268
N 0.8710 -0.3799 0.0741 -3.359 1.382 0.483 0.182
H -1.6203 -0.4204 -0.1034 -0.031 -0.148 0.127 0.068
H -1.0477 1.0636 0.8585 0.107 -0.022 0.263 0.068
H -0.8660 1.0066 -0.9695 -0.076 0.029 0.060 0.068
H 1.0271 -0.9257 -0.7656 0.143 0.036 0.013 0.115
H 0.7814 -0.9506 0.9145 0.325 -0.016 -0.263 0.116
H 1.5128 0.3962 0.2090 0.114 -0.202 -0.148 0.116
```
Positions in Å, forces in eV/Å.

Properties
Energy above the lowest of the compared OMol25 structures with the same formula, charge and spin (eV): 1.498
Gap between HOMO and LUMO (eV): 13.05
HOMO (eV): -18.7
2S+1: 1
Total charge: +1
LUMO energy (eV): -5.7


(2)
Density functional theory data (ωB97M-V/def2-TZVPD) for a 19-piece molecular cluster, C19H38Cl38 overall.

Structure (XYZ):
```
95
Properties=species:S:1:pos:R:3:forces:R:3:lowdin_charge:R:1
C -2.4017 21.2134 18.7388 -0.215 -2.120 -0.373 -0.969
Cl -3.6138 20.4789 17.6751 -0.513 -0.097 -0.105 0.522
Cl -2.5108 20.5647 20.3709 0.181 0.344 -0.090 0.534
H -1.4981 20.9578 18.2424 1.058 -0.365 0.232 -0.001
H -2.5138 22.2347 18.6872 -0.512 2.223 0.383 0.002
C -2.7343 16.9981 20.0322 0.823 0.057 -1.532 -0.981
Cl -0.9429 17.4372 19.8929 -1.003 -0.305 -0.048 0.403
Cl -3.1189 16.7449 21.7210 -0.273 -0.084 -0.387 0.529
H -3.3090 17.8087 19.5535 0.334 -0.065 0.778 0.000
H -2.8781 16.1213 19.3554 0.207 0.319 1.151 0.020
C -4.2268 20.9535 8.7048 0.703 -0.686 0.480 -0.955
Cl -4.0603 20.1927 7.1140 0.068 0.134 0.293 0.504
Cl -3.0826 20.2373 9.9519 -0.438 0.452 -0.749 0.429
H -4.0098 22.0172 8.6098 -0.156 -0.293 0.166 0.028
H -5.1967 20.6913 9.1018 -0.171 0.362 -0.132 0.014
C -0.1967 13.6118 18.7988 0.754 0.966 -0.154 -1.040
Cl 1.1230 13.0934 19.8529 0.254 -0.480 0.313 0.540
Cl -1.7656 13.2852 19.4927 -0.320 0.143 0.235 0.533
H 0.0301 14.6968 18.7316 -0.825 -0.682 -0.359 -0.016
H -0.1348 13.0820 17.8489 0.076 0.222 0.107 0.000
C 2.1286 19.0051 21.4038 0.990 0.695 -0.364 -1.062
Cl 1.8285 17.8240 22.6283 -0.414 -0.640 0.376 0.565
Cl 3.7623 19.7256 21.6683 -0.258 -0.071 -0.269 0.480
H 2.1175 18.6046 20.3942 -0.043 -0.223 0.227 -0.065
H 1.4279 19.8097 21.4899 -0.389 0.297 0.098 0.015
C -6.1011 15.1581 11.5725 -0.742 0.374 0.619 -1.074
Cl -7.5207 15.2317 10.5417 -0.375 0.089 -0.235 0.521
Cl -4.9393 16.3932 11.2114 0.684 0.494 -0.295 0.523
H -6.4077 15.3333 12.5948 -0.185 -0.168 0.101 -0.016
H -5.6963 14.1875 11.4567 0.649 -0.754 -0.100 0.008
C -7.2411 14.1978 17.2371 -0.462 0.264 0.242 -0.945
Cl -5.8555 15.1076 16.5808 -0.322 -0.236 0.278 0.482
Cl -8.4445 15.2790 18.0551 0.541 -0.342 -0.333 0.476
H -7.7666 13.7314 16.3975 0.275 0.062 0.375 0.030
H -6.9084 13.4872 18.0058 -0.003 0.302 -0.539 0.032
C -4.7683 20.2584 14.2177 0.538 1.025 1.641 -1.041
Cl -5.6450 21.8143 14.3981 0.057 -0.548 -0.345 0.494
Cl -3.0431 20.5531 13.9389 0.208 0.093 0.203 0.501
H -4.9324 19.7359 15.1664 0.353 0.027 -0.424 -0.022
H -5.0609 19.6823 13.3965 -0.966 -0.500 -1.127 -0.032
C -8.0568 18.0974 15.5277 0.098 -1.210 0.096 -1.040
Cl -9.6136 17.3561 15.1028 -0.173 0.229 0.445 0.501
Cl -6.9614 17.7135 14.1895 0.466 0.320 -0.128 0.527
H -8.1736 19.1638 15.6478 0.045 0.098 -0.103 -0.006
H -7.6369 17.5925 16.4194 -0.452 0.428 -0.469 -0.033
C 1.1252 15.5097 11.4537 0.158 -0.164 -1.082 -1.040
Cl 1.0417 16.4266 9.8963 -0.007 -0.365 0.740 0.480
Cl -0.3736 14.7538 11.8989 -0.869 -0.244 0.029 0.567
H 1.8452 14.7129 11.3361 0.248 0.127 -0.074 0.011
H 1.3746 16.1717 12.2433 0.443 0.657 0.412 -0.068
C 4.1925 17.4224 13.6745 -0.408 -1.047 -0.234 -0.944
Cl 4.4208 16.1280 12.4695 0.273 0.039 -0.093 0.525
Cl 2.7942 16.9762 14.6841 -0.099 0.171 -0.012 0.509
H 5.0459 17.3942 14.3441 0.040 0.553 -0.289 0.022
H 3.9752 18.3132 13.0878 0.207 0.123 0.590 0.024
C -7.4864 21.0197 19.4838 -0.177 0.809 -0.543 -1.010
Cl -7.9131 19.7396 18.3532 0.004 -0.584 -0.172 0.539
Cl -6.3166 20.4735 20.7224 -0.581 0.371 -0.493 0.489
H -7.0466 21.8086 18.8202 -0.250 -0.572 1.143 0.040
H -8.4641 21.3246 19.9110 1.057 -0.003 0.129 0.037
C 0.6049 20.7707 12.3106 0.918 0.320 0.852 -0.917
Cl 0.8033 19.0810 12.8220 -0.083 0.225 0.096 0.539
Cl 0.9949 21.9434 13.6584 -0.395 -0.700 -0.539 0.465
H 1.4090 20.9370 11.5976 -0.615 0.124 -0.285 0.022
H -0.4208 20.9300 11.9974 0.189 0.091 -0.171 0.004
C 2.6964 19.4724 16.8048 -0.203 -0.731 0.273 -1.063
Cl 4.4341 19.7641 16.7193 0.057 0.488 -0.059 0.531
Cl 1.8434 20.3516 18.1101 0.332 -0.118 -0.290 0.523
H 2.2012 19.7175 15.8654 0.248 0.017 0.146 -0.005
H 2.6691 18.4014 17.0228 -0.567 0.453 -0.047 -0.083
C 2.6107 11.1813 17.2131 0.544 -1.334 -0.797 -1.030
Cl 1.5831 10.8329 15.8122 -0.230 0.374 -0.065 0.507
Cl 3.7994 12.4368 16.9316 0.215 -0.157 -0.196 0.530
H 2.0485 11.4886 18.0346 -1.163 0.533 1.062 -0.073
H 3.0116 10.1884 17.4328 0.636 0.558 0.071 0.036
C 3.9512 10.3229 12.9145 0.369 -0.140 -0.172 -0.994
Cl 2.2964 10.7631 12.5134 -0.165 0.222 -0.158 0.473
Cl 5.1323 11.0928 11.7604 -0.577 -0.433 0.777 0.453
H 4.1679 10.6454 13.9498 -0.010 -0.152 -0.748 0.015
H 3.9952 9.2329 12.7802 0.336 0.566 0.167 0.028
C 3.5502 15.9174 20.3529 1.095 0.881 -0.566 -1.000
Cl 4.4392 14.4334 20.0024 0.190 0.103 0.052 0.504
Cl 2.6495 16.4611 18.9004 -0.267 -0.222 0.195 0.517
H 2.8891 15.6981 21.1725 -0.316 0.245 0.038 -0.017
H 4.2590 16.7691 20.5367 -0.665 -1.114 0.191 0.038
C -1.3429 17.5902 15.1399 1.309 1.487 -1.447 -1.099
Cl -3.0082 17.1288 14.9387 -0.407 -0.520 0.289 0.548
Cl -0.4056 16.8735 16.4372 -0.180 -0.414 0.423 0.523
H -0.7857 17.3615 14.2000 -0.712 0.086 0.766 -0.017
H -1.3138 18.6920 15.2829 -0.103 -0.826 -0.032 -0.002
C -1.9239 13.2129 14.6229 -0.659 0.971 -0.942 -1.091
Cl -2.9421 12.4473 13.4085 -0.528 -0.213 -0.366 0.518
Cl -2.5998 13.2136 16.1965 -0.468 -0.354 1.319 0.557
H -1.0251 12.6649 14.5756 1.190 -0.196 0.242 -0.006
H -1.8633 14.2656 14.3671 0.495 -0.141 -0.309 -0.031
```
Positions in Å, forces in eV/Å.

Properties
Energy above the lowest of the compared OMol25 structures with the same formula, charge and spin (eV): 1.965
Gap between HOMO and LUMO (eV): 10.92
HOMO (eV): -10.7
2S+1: 1
Total charge: 0
LUMO energy (eV): 0.2


(3)
Density functional theory data (ωB97M-V/def2-TZVPD) for C26H63CaF6N3O19P4S2 as an isolated structure.

Structure (XYZ):
```
124
Properties=species:S:1:pos:R:3:forces:R:3:lowdin_charge:R:1
Ca -0.0107 -6.8664 19.0818 -0.305 0.195 0.239 1.435
C 2.7846 -7.7428 15.3481 -1.565 -0.472 1.231 -0.663
F 3.6376 -8.6580 14.9815 0.752 -0.776 -0.312 0.162
F 3.2780 -6.5574 15.0572 -0.015 0.548 0.009 0.154
F 1.6346 -7.9379 14.6460 0.505 0.348 0.291 0.099
S 2.3944 -7.9517 17.2148 1.696 -2.178 1.368 0.518
O 1.5809 -6.8168 17.5639 -0.559 1.260 -1.235 -0.478
O 1.6622 -9.2213 17.3716 0.688 1.251 -0.819 -0.317
O 3.6806 -7.9034 17.9272 -0.920 -0.196 -1.408 -0.309
C -4.0158 -5.6077 21.1680 2.100 0.664 0.914 -0.627
F -4.2259 -6.9342 21.0591 -0.251 1.046 -0.332 0.124
F -4.3634 -4.9030 20.0935 -0.379 -0.832 -0.494 0.125
F -4.7150 -5.1236 22.1864 -0.321 -0.323 0.183 0.138
S -2.1442 -5.2751 21.4917 0.472 1.226 3.766 0.565
O -1.5111 -6.1040 20.4955 0.026 -0.065 -0.336 -0.483
O -1.8835 -3.8318 21.3159 -0.957 -1.850 -0.081 -0.323
O -1.8890 -5.7627 22.8920 -0.960 0.845 -2.830 -0.343
O -1.2343 -5.5425 17.4139 0.077 0.622 -0.686 -0.352
P -2.0361 -5.0324 16.2667 -2.676 1.531 -1.138 0.695
N -3.0510 -6.1932 15.4953 0.135 0.344 -0.630 -0.289
C -2.5806 -7.1732 14.4731 0.844 1.357 1.267 -0.086
C -4.4515 -6.5483 15.7992 0.046 1.162 1.143 -0.113
N -1.1417 -4.2155 15.0369 -1.456 -2.529 -0.834 -0.306
C 0.0267 -3.4883 15.3898 0.815 0.073 1.194 -0.125
C -1.7483 -3.9902 13.6978 0.750 -1.029 0.967 -0.102
N -3.1685 -3.7720 16.7481 2.816 -3.155 1.967 -0.293
C -4.1505 -3.1859 15.9406 -1.181 0.433 -0.783 -0.157
C -2.7688 -2.9752 17.9500 -0.734 -0.107 -1.162 -0.077
H -2.3452 -8.0429 15.0866 0.230 -0.515 -0.823 0.073
H -1.7123 -6.7276 13.9878 0.272 -0.532 -0.028 0.068
H -3.3395 -7.3564 13.7124 -0.080 -0.022 0.188 0.087
H -5.1293 -5.9115 15.2307 -0.163 -0.141 -0.166 0.066
H -4.6940 -6.4198 16.8540 0.134 0.224 0.083 0.078
H -4.6961 -7.5910 15.5968 0.506 -0.038 -0.242 0.075
H 0.6636 -3.1506 14.5723 -0.531 -0.003 -0.374 0.090
H -0.2695 -2.6507 16.0213 0.382 0.507 -0.011 0.078
H 0.6865 -4.1243 15.9800 0.031 -0.024 0.229 0.074
H -1.1058 -4.3712 12.9040 0.646 0.406 -0.012 0.077
H -2.5639 -4.7070 13.6019 -0.694 0.861 0.144 0.059
H -1.9463 -2.9279 13.5553 -0.482 -0.174 -0.213 0.080
H -4.8000 -2.5780 16.5703 0.038 0.217 0.038 0.091
H -3.7662 -2.5578 15.1369 0.153 0.313 -0.130 0.072
H -4.8449 -3.8857 15.4756 0.208 -0.309 -0.047 0.062
H -1.8102 -3.2571 18.3855 -0.233 -0.164 -0.267 0.043
H -3.5427 -3.0578 18.7132 0.106 0.122 0.080 0.072
H -2.7360 -1.9622 17.5490 0.275 0.380 0.591 0.081
C -6.6853 -9.3632 19.2153 -0.874 0.970 -0.573 -0.071
C -5.5330 -9.4157 18.2241 -0.329 -0.943 1.170 -0.234
O -4.4425 -8.5101 18.6290 0.114 -0.971 -0.397 -0.176
P -3.0145 -9.1549 18.9197 0.257 1.515 1.188 0.442
O -1.8748 -8.1853 18.9812 -1.695 -1.550 -0.094 -0.340
O -3.3056 -10.0080 20.2521 0.931 0.051 -0.128 -0.167
C -2.2051 -10.6423 21.0025 1.037 -1.344 -1.024 -0.190
C -2.2097 -12.2181 20.8542 -2.600 1.904 1.427 -0.054
O -2.8384 -10.1648 17.7531 0.172 -0.406 -1.049 -0.161
C -1.5172 -10.6139 17.4073 1.283 0.045 -0.074 -0.246
C -1.3898 -10.9538 15.9564 -0.379 -1.378 -1.031 -0.064
H -6.9055 -8.3076 19.3744 0.115 0.063 0.600 0.080
H -7.5965 -9.6834 18.7101 0.021 -0.341 -0.292 0.073
H -6.6789 -9.9342 20.1437 0.776 0.218 -0.053 0.081
H -5.2070 -10.4553 18.1933 0.494 0.152 -0.197 0.108
H -5.9339 -9.1843 17.2373 0.546 0.550 -0.007 0.114
H -1.2379 -10.3241 20.6135 -0.112 0.593 -0.047 0.083
H -2.2474 -10.3478 22.0511 -0.387 0.051 -0.195 0.123
H -3.2346 -12.4309 21.1580 -0.720 -0.243 -0.757 0.065
H -2.0699 -12.6054 19.8450 0.582 -0.092 0.452 0.072
H -1.8314 -12.6870 21.7626 1.433 -0.071 -0.642 0.070
H -0.7380 -9.8550 17.4794 -0.369 0.399 0.984 0.089
H -1.2778 -11.4025 18.1207 0.126 -0.280 -0.376 0.114
H -0.6109 -11.6865 15.7453 0.432 0.087 0.571 0.085
H -2.2506 -11.4964 15.5655 -0.418 0.405 -0.070 0.080
H -1.1172 -10.1083 15.3247 -0.422 0.158 0.151 0.070
C 4.8446 -9.5350 20.8467 1.423 -1.755 -0.192 -0.084
C 3.9805 -8.4032 21.2647 0.374 -1.322 -1.595 -0.277
O 2.9325 -8.8708 22.1074 -1.085 -0.380 0.468 -0.157
P 1.4747 -9.2819 21.6083 -0.552 -1.598 2.201 0.532
O 0.8191 -8.3577 20.6755 0.481 -0.546 -0.773 -0.305
O 1.5020 -10.8804 21.1075 -0.767 4.223 -0.445 -0.176
C 1.7130 -11.9663 21.9273 0.803 -2.720 -0.104 -0.298
C 1.3064 -13.2927 21.2234 -0.799 -0.298 0.929 -0.062
O 0.6442 -9.3368 23.0061 0.746 0.262 -1.137 -0.206
C 0.1693 -8.0103 23.5311 0.311 -0.207 0.215 -0.201
C 0.2083 -8.0742 25.0583 -0.349 -0.672 -0.127 -0.056
H 5.3984 -9.9061 21.7091 -0.010 -0.220 0.173 0.081
H 4.4105 -10.4052 20.3543 -0.578 0.186 0.021 0.084
H 5.6192 -9.2030 20.1554 -0.062 0.363 -0.098 0.081
H 4.7513 -7.8432 21.7943 -1.236 1.210 0.239 0.127
H 3.5450 -8.0618 20.3256 0.129 1.216 0.359 0.093
H 2.7809 -12.1462 22.0516 0.279 0.644 0.438 0.111
H 1.2337 -11.8980 22.9038 -0.088 0.198 -0.060 0.119
H 0.2466 -13.5404 21.2827 -0.225 0.577 -0.281 0.040
H 1.6284 -13.4711 20.1975 0.259 0.545 0.095 0.081
H 1.7051 -14.0976 21.8410 0.496 -0.036 -0.012 0.072
H 0.8592 -7.2499 23.1650 -0.075 0.023 -0.029 0.091
H -0.8129 -7.7794 23.1187 0.092 -0.306 0.057 0.091
H -0.5393 -7.4802 25.5840 0.226 0.747 -0.493 0.079
H -0.1070 -9.0602 25.3997 0.373 -0.384 -0.222 0.072
H 1.2143 -7.8740 25.4271 -0.122 -0.001 0.133 0.069
C 4.7124 -4.7545 23.3738 -0.903 -0.454 1.170 -0.072
C 3.4610 -5.6696 23.6869 1.818 1.851 -0.967 -0.190
O 2.8122 -5.9024 22.3899 0.010 0.605 -1.087 -0.223
P 2.8780 -5.0826 20.9365 0.492 -0.509 1.693 0.609
O 1.9191 -5.6845 19.9821 0.662 0.429 0.755 -0.303
O 2.5064 -3.5606 21.3241 2.697 -0.838 0.045 -0.183
C 1.2551 -2.9336 21.1992 -2.934 -0.758 -1.570 -0.240
C 0.9104 -2.7045 19.7182 1.127 -0.416 -0.795 -0.055
O 4.4852 -5.1923 20.4626 -3.871 0.062 3.660 -0.198
C 4.9423 -4.9068 19.1968 -0.343 1.262 -1.905 -0.321
C 6.0856 -5.8125 18.9373 0.466 -1.188 -0.226 -0.062
H 4.3766 -3.7906 22.9916 -0.178 -0.226 -0.441 0.063
H 5.2209 -4.4423 24.2860 0.229 -0.510 0.179 0.073
H 5.3889 -5.2457 22.6744 -0.046 0.145 0.206 0.065
H 3.7092 -6.5790 24.2341 0.280 -0.677 -1.112 0.108
H 2.8516 -5.2071 24.4633 -0.809 0.628 -0.805 0.110
H 0.5022 -3.5946 21.6285 -0.059 0.232 0.260 0.096
H 1.1515 -1.9351 21.6240 0.981 -0.404 0.827 0.125
H 1.4862 -3.4071 19.1158 0.485 0.052 0.026 0.057
H -0.0657 -2.9444 19.2967 -0.413 0.569 0.999 0.050
H 1.2701 -1.7063 19.4686 -0.397 0.037 -0.439 0.076
H 4.1261 -4.9821 18.4783 0.023 -0.560 -0.276 0.116
H 5.2199 -3.8546 19.1338 0.340 0.196 0.222 0.123
H 5.7596 -6.8518 18.9794 -0.308 -0.015 -0.208 0.056
H 6.5189 -5.6705 17.9473 0.137 0.203 0.135 0.089
H 6.8307 -5.7585 19.7311 0.217 0.494 -0.145 0.083
```
Positions in Å, forces in eV/Å.

Properties
Energy above the lowest of the compared OMol25 structures with the same formula, charge and spin (eV): 3.602
Gap between HOMO and LUMO (eV): 8.74
HOMO (eV): -8.2
2S+1: 1
Total charge: 0
LUMO energy (eV): 0.6


> total charge of number 3 (C26H63CaF6N3O19P4S2)?

0


> What is the total charge in the second record?

0